{
  "formula": "C35H96O13",
  "method": "the ωB97M-V functional and the def2-TZVPD basis",
  "e_above_lowest_ev": 0.0320,
  "lumo_ha": 0.016,
  "total_energy_ha": -2369.19640,
  "e_homo_ha": -0.3541,
  "species": ["C", "C", "C", "O", "H", "H", "H", "H", "H", "H", "H", "H", "C", "C", "C", "O", "H", "H", "H", "H", "H", "H", "H", "H", "C", "C", "C", "O", "H", "H", "H", "H", "H", "H", "H", "H", "C", "C", "C", "O", "H", "H", "H", "H", "H", "H", "H", "H", "C", "C", "C", "O", "H", "H", "H", "H", "H", "H", "H", "H", "C", "C", "C", "O", "H", "H", "H", "H", "H", "H", "H", "H", "C", "C", "C", "O", "H", "H", "H", "H", "H", "H", "H", "H", "C", "C", "C", "O", "H", "H", "H", "H", "H", "H", "H", "H", "C", "C", "C", "O", "H", "H", "H", "H", "H", "H", "H", "H", "C", "C", "C", "O", "H", "H", "H", "H", "H", "H", "H", "H", "C", "C", "C", "O", "H", "H", "H", "H", "H", "H", "H", "H", "C", "O", "H", "H", "H", "H", "C", "O", "H", "H", "H", "H"],
  "xyz": [[-1.24345, 6.20900, -0.34300], [-1.61972, 4.76072, -0.19685], [-1.90531, 4.34338, 1.23690], [-2.85613, 4.52814, -0.92589], [-2.02753, 6.76727, 0.15995], [-1.20812, 6.51117, -1.41526], [-0.26603, 6.34540, 0.10297], [-0.83714, 4.18120, -0.66386], [-2.09519, 3.25224, 1.40200], [-2.77943, 4.93077, 1.54483], [-1.14004, 4.81618, 1.85153], [-3.49422, 4.83816, -0.26686], [-3.16110, 4.60528, -4.90330], [-2.25021, 3.54700, -4.38124], [-0.83989, 4.05694, -3.98236], [-2.80218, 2.88215, -3.28571], [-3.23738, 5.45860, -4.20289], [-4.21625, 4.26851, -5.05823], [-2.85950, 4.95646, -5.89478], [-2.13865, 2.75391, -5.15552], [-0.45555, 4.54431, -4.88437], [-0.25497, 3.22183, -3.59705], [-0.86687, 4.78807, -3.14721], [-2.94074, 3.51071, -2.54205], [1.76847, -4.43872, -3.67123], [1.00908, -3.71038, -2.53164], [1.28693, -4.38036, -1.18536], [1.62862, -2.43974, -2.53017], [1.61756, -3.93866, -4.62763], [1.51777, -5.47042, -3.73945], [2.82859, -4.31641, -3.46767], [-0.04804, -3.59959, -2.74827], [0.60433, -4.02505, -0.38860], [2.33129, -4.14630, -0.91118], [1.10636, -5.45700, -1.31956], [1.07153, -1.87331, -1.92368], [-4.79457, -4.66915, 2.06143], [-4.16871, -3.29277, 1.86728], [-2.71411, -3.37922, 1.33737], [-4.95381, -2.62078, 0.87020], [-4.64040, -5.23658, 1.11932], [-5.84788, -4.59167, 2.35870], [-4.27182, -5.17737, 2.85119], [-4.23532, -2.72666, 2.83846], [-2.30521, -2.40319, 1.09084], [-2.70481, -3.95347, 0.42170], [-2.02435, -3.87043, 2.05072], [-4.60941, -1.74963, 0.65727], [-0.94207, 1.27749, 3.48368], [0.33266, 1.28153, 4.29796], [1.25426, 2.50984, 4.08936], [0.00582, 1.25151, 5.65914], [-0.67176, 1.06862, 2.43224], [-1.42708, 2.28544, 3.53267], [-1.63261, 0.53358, 3.86597], [0.79128, 0.29902, 4.17312], [1.35954, 2.73647, 2.99692], [2.28397, 2.39258, 4.44388], [0.85602, 3.44278, 4.46733], [-0.25039, 2.14402, 5.88875], [-2.28274, -1.94189, -3.72524], [-2.98742, -0.58160, -3.80410], [-4.49876, -0.71753, -3.76789], [-2.50284, 0.13151, -2.63254], [-2.64226, -2.65151, -4.47282], [-2.40289, -2.19798, -2.70467], [-1.17658, -1.80812, -3.89153], [-2.75484, 0.05430, -4.65460], [-4.77643, -1.24220, -2.86055], [-4.81653, -1.23396, -4.68609], [-5.00524, 0.25215, -3.77340], [-2.59120, 1.05377, -2.85008], [4.98551, 0.63184, 3.25695], [5.07111, -0.28663, 2.04911], [4.80812, -1.77206, 2.34594], [4.20222, 0.18791, 1.10247], [5.34527, 1.57941, 2.83701], [5.62700, 0.31400, 4.09677], [3.98699, 0.72605, 3.63134], [6.08941, -0.30305, 1.67765], [4.78886, -2.39379, 1.45811], [3.81612, -1.82857, 2.76431], [5.59174, -2.12025, 3.05072], [4.21583, -0.41868, 0.33583], [-4.94776, 1.62695, -0.35919], [-3.76853, 1.05761, 0.40669], [-4.06516, 0.94989, 1.90149], [-3.47042, -0.25261, -0.05897], [-5.15337, 2.62711, 0.03377], [-5.85591, 1.04254, -0.21943], [-4.65502, 1.68467, -1.40513], [-2.87115, 1.70199, 0.23419], [-3.78085, 1.88051, 2.37740], [-3.43764, 0.17172, 2.38098], [-5.10149, 0.68950, 2.12061], [-3.34264, -0.19494, -1.01660], [1.11878, -0.54060, 0.70192], [-0.01801, -0.01517, -0.11554], [0.04123, 1.49798, -0.34402], [-0.02504, -0.66233, -1.40748], [1.03016, -1.63882, 0.68953], [1.11956, -0.09192, 1.67944], [2.03116, -0.32007, 0.15842], [-0.93984, -0.23950, 0.41879], [-0.09890, 1.94953, 0.62646], [-0.81394, 1.78764, -0.96562], [1.00037, 1.75474, -0.79911], [-0.82813, -0.53008, -1.92086], [1.37860, -2.32200, 4.60988], [0.83510, -2.21000, 6.05652], [0.03562, -3.40611, 6.50387], [1.88496, -2.03060, 6.95360], [0.52214, -2.41453, 3.94781], [1.97822, -3.24740, 4.60801], [2.10623, -1.57377, 4.35070], [0.17421, -1.34082, 6.05959], [-0.37570, -3.16497, 7.46843], [0.70195, -4.28249, 6.62520], [-0.73582, -3.73690, 5.80616], [2.23938, -1.14914, 6.81731], [6.03816, -0.84830, -2.26978], [4.99515, -1.95973, -2.18898], [5.47319, -3.29130, -1.70555], [3.99693, -1.40861, -1.34146], [6.86769, -1.20747, -2.89492], [6.49697, -0.72428, -1.27244], [5.53817, 0.07110, -2.62105], [4.54873, -2.06141, -3.19327], [5.68648, -3.23759, -0.62785], [6.33970, -3.61010, -2.27459], [4.67617, -4.04763, -1.80421], [3.14689, -1.86984, -1.50724], [3.88788, 3.21455, -0.15500], [2.97656, 2.66639, 0.72442], [3.79599, 2.97758, -1.22127], [3.74575, 4.27059, 0.02924], [4.92445, 3.00703, 0.12324], [3.25411, 1.79673, 0.99168], [0.83827, -0.03380, -4.69378], [1.13865, -1.35255, -5.11188], [0.80825, 0.68099, -5.53179], [-0.09208, 0.10136, -4.12701], [1.62996, 0.30873, -4.02269], [1.36909, -1.76656, -4.27415]],
  "lowdin_charge": [-0.0496, -0.4805, -0.0427, -0.0848, 0.0835, 0.0907, 0.0854, 0.1164, 0.0629, 0.0879, 0.0877, 0.0871, -0.0639, -0.5069, -0.0251, -0.0885, 0.0892, 0.0947, 0.0817, 0.1450, 0.0832, 0.0733, 0.0689, 0.0721, -0.0225, -0.4528, -0.0333, -0.1317, 0.0759, 0.0680, 0.0718, 0.1253, 0.0769, 0.0800, 0.0840, 0.0722, -0.0657, -0.4792, -0.0547, -0.0744, 0.0909, 0.0817, 0.0653, 0.1392, 0.0498, 0.0707, 0.0791, 0.0338, -0.0489, -0.4936, -0.0287, -0.0555, 0.0578, 0.0898, 0.0788, 0.1064, 0.0769, 0.0723, 0.0722, 0.0817, -0.0237, -0.4346, -0.0426, -0.1063, 0.0950, 0.0712, 0.0716, 0.1342, 0.0836, 0.0909, 0.0802, 0.0429, -0.0278, -0.5221, -0.0255, -0.0707, 0.0874, 0.0916, 0.0559, 0.1269, 0.0580, 0.0556, 0.0960, 0.0704, -0.0342, -0.4748, -0.0388, -0.0824, 0.0818, 0.0903, 0.0649, 0.1147, 0.0614, 0.0755, 0.0871, 0.0503, -0.0196, -0.4445, -0.0272, -0.0650, 0.0930, 0.0733, 0.0645, 0.1142, 0.0544, 0.0685, 0.0882, 0.0478, -0.0535, -0.5283, -0.0534, -0.0296, 0.0762, 0.0881, 0.0427, 0.1167, 0.0741, 0.0918, 0.0794, 0.0919, -0.0428, -0.5051, -0.0451, -0.0950, 0.0815, 0.0815, 0.0909, 0.1412, 0.0791, 0.0822, 0.0711, 0.0656, -0.1853, -0.1323, 0.0779, 0.0732, 0.0764, 0.0184, -0.1662, -0.1210, 0.0837, 0.0509, 0.0813, 0.0133]
}

---

{
  "formula": "C35H98I2O15S13Si",
  "method": "the ωB97M-V functional and the def2-TZVPD basis",
  "lumo_ha": 0.005,
  "total_energy_ha": -8581.65783,
  "e_homo_ha": -0.2904,
  "species": ["C", "C", "O", "C", "C", "Si", "C", "O", "C", "C", "I", "C", "C", "I", "H", "H", "H", "H", "H", "H", "H", "H", "H", "H", "H", "H", "H", "H", "H", "H", "H", "H", "H", "H", "C", "S", "O", "C", "H", "H", "H", "H", "H", "H", "C", "S", "O", "C", "H", "H", "H", "H", "H", "H", "C", "S", "O", "C", "H", "H", "H", "H", "H", "H", "C", "S", "O", "C", "H", "H", "H", "H", "H", "H", "C", "S", "O", "C", "H", "H", "H", "H", "H", "H", "C", "S", "O", "C", "H", "H", "H", "H", "H", "H", "C", "S", "O", "C", "H", "H", "H", "H", "H", "H", "C", "S", "O", "C", "H", "H", "H", "H", "H", "H", "C", "S", "O", "C", "H", "H", "H", "H", "H", "H", "C", "S", "O", "C", "H", "H", "H", "H", "H", "H", "C", "S", "O", "C", "H", "H", "H", "H", "H", "H", "C", "S", "O", "C", "H", "H", "H", "H", "H", "H", "C", "S", "O", "C", "H", "H", "H", "H", "H", "H"],
  "xyz": [[-5.37511, 1.57948, 0.13467], [-5.18564, 1.81554, -1.50782], [-5.21850, 0.48370, -2.12634], [-3.90584, 0.05655, -2.62966], [-3.24363, -0.97956, -1.54358], [-1.42752, -1.50159, -1.91459], [-0.82812, -1.15523, -3.71169], [-1.86573, -1.26316, -4.74898], [-1.66428, -0.27955, -5.83649], [-0.19127, -0.69889, -0.61762], [-0.58647, -1.79973, 1.27893], [1.37677, -1.00216, -1.04879], [2.00437, 0.23310, -1.97057], [2.64849, -1.18957, 0.77598], [-6.37579, 0.96607, 0.32692], [-5.52621, 2.65336, 0.58689], [-4.48814, 0.98372, 0.61546], [-6.13986, 2.42991, -1.87767], [-4.25269, 2.46986, -1.77262], [-3.13213, 0.91519, -2.80772], [-4.10669, -0.43549, -3.69886], [-3.87542, -1.95814, -1.35559], [-3.22162, -0.39596, -0.50273], [-1.34695, -2.95825, -1.69449], [-0.01998, -1.99533, -3.96671], [-0.24495, -0.13573, -3.71013], [-2.45845, 0.60521, -5.79143], [-1.85301, -0.81601, -6.88608], [-0.61133, 0.23273, -5.83692], [-0.43032, 0.43985, -0.46324], [1.49881, -2.04992, -1.60565], [2.88193, 0.80750, -1.41278], [2.37882, -0.26418, -2.96369], [1.10882, 0.95140, -2.25230], [-1.24773, 0.53645, 4.83926], [-2.38725, -0.86455, 4.91300], [-3.76926, -0.33527, 4.66929], [-2.22014, -1.15243, 6.69039], [-1.22130, 0.90969, 3.81240], [-1.58936, 1.33334, 5.50436], [-0.24618, 0.21021, 5.12953], [-2.50376, -0.25303, 7.24315], [-1.18804, -1.42549, 6.92194], [-2.88266, -1.97387, 6.97348], [0.96132, 3.95236, -5.54365], [2.25405, 2.72761, -5.23451], [1.58030, 1.46152, -4.79569], [2.92473, 3.52738, -3.75787], [0.38174, 3.63433, -6.41393], [0.29993, 4.02669, -4.67696], [1.41787, 4.92322, -5.75051], [2.14409, 3.62659, -2.99914], [3.31936, 4.51139, -4.02131], [3.73404, 2.90792, -3.36402], [-1.93894, 3.04343, 7.97968], [-0.64622, 1.81867, 8.28882], [-1.31996, 0.55258, 8.72763], [0.02446, 2.61844, 9.76546], [-2.51853, 2.72539, 7.10940], [-2.60034, 3.11775, 8.84636], [-1.48239, 4.01429, 7.77282], [-0.75617, 2.71765, 10.52419], [0.41909, 3.60245, 9.50202], [0.83378, 1.99898, 10.15931], [-6.86630, 1.70878, -7.72840], [-5.50287, 1.27496, -6.62405], [-4.41383, 0.67784, -7.46485], [-6.35664, -0.08522, -5.79283], [-6.54171, 2.52596, -8.37747], [-7.14056, 0.84733, -8.34223], [-7.72558, 2.03706, -7.13876], [-6.66099, -0.83832, -6.52434], [-7.23170, 0.29988, -5.26429], [-5.67084, -0.53805, -5.07280], [3.95244, 6.32448, 0.92692], [4.03629, 4.57035, 0.49945], [4.13205, 4.47411, -0.99422], [2.33227, 4.18009, 0.96197], [4.91163, 6.78817, 0.68320], [3.15973, 6.81261, 0.35469], [3.76219, 6.43238, 1.99741], [1.63782, 4.79794, 0.38671], [2.19345, 4.35553, 2.03125], [2.14484, 3.12635, 0.74211], [4.08103, 2.68724, 5.66872], [3.26565, 2.80037, 4.05965], [1.99043, 3.56585, 4.25296], [2.83590, 1.04794, 3.94044], [4.40433, 3.68801, 5.96602], [3.38542, 2.29596, 6.41513], [4.95413, 2.03482, 5.59233], [2.21493, 0.75648, 4.79153], [3.74830, 0.44756, 3.91843], [2.27724, 0.88901, 3.01498], [3.19572, 3.45595, -10.04730], [1.52908, 4.15528, -10.04795], [1.14617, 4.40994, -8.62036], [0.68862, 2.64363, -10.57566], [3.89526, 4.22433, -9.70865], [3.24330, 2.60031, -9.36928], [3.46388, 3.14631, -11.06022], [0.88774, 1.83746, -9.86478], [1.03586, 2.35997, -11.57183], [-0.38619, 2.83714, -10.60997], [6.43182, -0.43600, 8.99700], [5.61644, -0.32286, 7.38794], [4.34123, 0.44262, 7.58125], [5.18669, -2.07529, 7.26872], [6.75512, 0.56477, 9.29430], [5.73621, -0.82728, 9.74342], [7.30493, -1.08841, 8.92062], [4.56572, -2.36675, 8.11981], [6.09909, -2.67567, 7.24672], [4.62803, -2.23423, 6.34327], [8.89539, -4.07758, 5.46665], [8.73130, -2.36082, 4.92580], [7.72329, -1.70083, 5.81902], [7.90916, -2.73273, 3.35873], [9.35810, -4.08769, 6.45672], [7.91108, -4.54880, 5.52335], [9.53199, -4.62347, 4.76626], [6.98403, -3.28488, 3.54365], [8.57701, -3.32081, 2.72507], [7.67321, -1.79089, 2.85765], [-9.94963, -3.76730, -5.58988], [-9.04799, -2.36198, -6.28190], [-9.78606, -1.11604, -5.89153], [-9.44725, -2.71224, -8.01043], [-9.86846, -3.73041, -4.50062], [-11.00310, -3.71453, -5.87540], [-9.50981, -4.69954, -5.95220], [-10.53149, -2.72253, -8.14908], [-9.02311, -3.67757, -8.29615], [-9.01120, -1.92803, -8.63390], [9.26331, 2.83873, 8.70706], [10.55604, 1.61397, 9.01619], [9.88229, 0.34788, 9.45501], [11.22672, 2.41375, 10.49284], [8.68373, 2.52069, 7.83678], [8.60192, 2.91305, 9.57374], [9.71986, 3.80959, 8.50020], [10.44608, 2.51295, 11.25157], [11.62134, 3.39775, 10.22940], [12.03603, 1.79428, 10.88668], [-5.76412, -6.19544, -6.31178], [-5.77503, -4.95159, -7.62306], [-7.03740, -4.15472, -7.47847], [-6.01841, -6.11439, -8.98636], [-5.65853, -5.68649, -5.35039], [-6.70047, -6.75870, -6.32117], [-4.91859, -6.87236, -6.45546], [-6.94007, -6.68196, -8.83370], [-5.16479, -6.79354, -9.04554], [-6.09364, -5.54777, -9.91755], [-3.70807, -5.34457, -0.19339], [-2.21044, -5.17123, 0.80350], [-1.15636, -6.04388, 0.18959], [-2.85010, -6.03238, 2.25924], [-3.52479, -4.90306, -1.17621], [-3.95863, -6.40141, -0.31342], [-4.53355, -4.81669, 0.29005], [-3.15188, -7.04801, 1.99031], [-3.70239, -5.48261, 2.66515], [-2.05916, -6.07829, 3.01166]],
  "lowdin_charge": [-0.0991, -0.2422, -0.2318, -0.2411, -0.2479, 0.5766, -0.3058, -0.3033, -0.1111, -0.7910, 0.7008, -0.7766, -0.1904, 0.6646, 0.0924, 0.0756, 0.0660, 0.1275, 0.1199, 0.1264, 0.1158, 0.0926, 0.0733, -0.0083, 0.1176, 0.0761, 0.0849, 0.1101, 0.0820, 0.0770, 0.0966, 0.0625, 0.0849, 0.0716, -0.2680, 0.7644, -0.5648, -0.2771, 0.0443, 0.0267, 0.0453, 0.0233, 0.0546, 0.0530, -0.2753, 0.8232, -0.5889, -0.2843, 0.0317, 0.0567, 0.0550, 0.0509, 0.0565, 0.0458, -0.2568, 0.8130, -0.5626, -0.2639, 0.0438, 0.0604, 0.0581, 0.0577, 0.0534, 0.0521, -0.2669, 0.8047, -0.5718, -0.2610, 0.0470, 0.0527, 0.0559, 0.0302, 0.0578, 0.0306, -0.2671, 0.8070, -0.5721, -0.2696, 0.0483, 0.0568, 0.0538, 0.0610, 0.0111, 0.0473, -0.2713, 0.7966, -0.5644, -0.2703, 0.0522, 0.0421, 0.0368, 0.0521, 0.0529, -0.0157, -0.2708, 0.8211, -0.5654, -0.2675, 0.0505, 0.0572, 0.0517, 0.0597, 0.0517, 0.0525, -0.2531, 0.8081, -0.5776, -0.2674, 0.0387, 0.0569, 0.0535, 0.0573, 0.0304, 0.0519, -0.2672, 0.8364, -0.5956, -0.2628, 0.0529, 0.0575, 0.0533, 0.0590, 0.0542, 0.0526, -0.2602, 0.7857, -0.5625, -0.2673, 0.0504, 0.0553, 0.0442, 0.0566, 0.0257, 0.0513, -0.2736, 0.8105, -0.5632, -0.2739, 0.0495, 0.0563, 0.0518, 0.0576, 0.0513, 0.0501, -0.2636, 0.8496, -0.5963, -0.2658, 0.0534, 0.0567, 0.0545, 0.0574, 0.0535, 0.0519, -0.2675, 0.7159, -0.5588, -0.2665, 0.0407, 0.0546, 0.0550, 0.0553, 0.0538, 0.0501]
}